1.
{
  "formula": "C7H14O4Tl",
  "method": "ωB97M-V/def2-TZVPD",
  "species": ["C", "O", "C", "O", "C", "C", "O", "C", "Tl", "H", "H", "H", "H", "H", "H", "H", "H", "H", "H", "C", "O", "C", "H", "H", "H", "H"],
  "xyz": [[-2.330630, 0.853638, -2.468539], [-3.092390, 1.148748, -1.337856], [-1.099619, 0.003202, -2.140857], [-0.393217, 0.646511, -1.089829], [0.251396, -0.210544, -0.072096], [0.584612, 0.670353, 1.104356], [-0.578742, 1.369762, 1.607385], [-0.367226, 2.086336, 2.813910], [-1.990484, 1.238114, 0.208624], [-1.978231, 1.782210, -2.964656], [-2.918115, 0.293198, -3.221662], [-0.432966, -0.093379, -3.012451], [-1.422354, -1.008633, -1.834323], [1.329827, 1.437593, 0.837014], [0.968496, 0.054307, 1.929778], [-1.319715, 2.544385, 3.099817], [-0.031730, 1.397164, 3.601608], [0.389460, 2.867229, 2.654668], [-0.196628, -1.185450, 0.183096], [2.061417, -2.942930, 0.251518], [1.800070, -2.195137, -0.920518], [1.763254, -0.808704, -0.787903], [2.837547, -3.687361, 0.021247], [2.414809, -2.287196, 1.067753], [1.150863, -3.465543, 0.590173], [2.600297, -0.507877, -0.120258]],
  "atomic_forces_ev_per_a": [[0.6, 0.1, -1.5], [-2.7, -0.4, -3.7], [-0.4, -1.0, -1.3], [1.9, -1.3, 0.7], [3.5, -0.8, -2.7], [1.1, 0.0, 0.5], [3.7, -0.4, 2.4], [0.3, 0.7, 1.1], [-4.7, 1.4, 2.6], [-0.2, -0.3, 0.2], [0.1, 0.2, 0.4], [-0.3, 0.0, 0.3], [0.2, 0.3, 0.1], [-0.1, -0.3, 0.0], [0.0, 0.1, -0.3], [0.2, -0.1, -0.1], [-0.1, 0.2, -0.2], [-0.2, -0.2, 0.1], [-0.8, 0.7, -0.3], [0.5, -0.4, 0.8], [-0.9, 2.3, -0.9], [-1.6, -1.5, 3.2], [-0.3, 0.3, 0.1], [0.0, -0.3, -0.3], [0.3, 0.2, -0.2], [-0.2, 0.5, -0.8]],
  "total_charge": 1,
  "homo_energy_ev": [-11.08, -12.92],
  "gap_ev": [6.62, 8.34]
}

***

2.
{
  "formula": "C7H14Si",
  "method": "ωB97M-V/def2-TZVPD",
  "species": ["C", "C", "C", "C", "C", "C", "C", "Si", "H", "H", "H", "H", "H", "H", "H", "H", "H", "H", "H", "H", "H", "H"],
  "xyz": [[-1.490294, -0.607107, -2.401599], [-1.126668, 0.055781, -1.458000], [-1.645887, -1.189380, -3.701636], [1.787865, -0.139526, 0.881287], [1.538982, 2.248309, 0.503914], [-1.619157, -1.082302, 2.013934], [1.129036, 0.824940, 0.006144], [-0.800190, 0.745195, 0.195249], [-1.110696, -2.162117, -3.906337], [-2.757100, -1.496371, -3.650573], [-1.553615, -0.362033, -4.463085], [1.256169, -0.396569, 1.855485], [1.754573, -1.190611, 0.516682], [2.898227, -0.060932, 0.965374], [0.833754, 2.545946, 1.301355], [1.598176, 2.866246, -0.286464], [2.545401, 2.115742, 1.084359], [-0.970410, -1.901416, 1.813984], [-1.615877, -0.746478, 2.956491], [-2.766239, -1.241628, 1.755937], [1.324214, 0.649284, -1.081977], [-1.461315, 1.989597, 0.181569]],
  "atomic_forces_ev_per_a": [[1.7, 0.5, 0.1], [-1.3, -0.6, 0.6], [-2.7, -0.9, -0.7], [0.9, -4.2, 1.4], [1.2, -3.4, 3.8], [-2.5, 1.1, -5.3], [-1.2, 1.7, 0.2], [0.9, -3.5, 0.4], [-0.1, 1.4, 0.2], [1.4, 0.3, -0.8], [0.1, -1.3, 0.5], [1.0, 1.3, -0.6], [-0.3, 0.4, -0.6], [-0.8, 0.6, 0.4], [0.3, 0.4, -0.5], [0.2, 2.7, -2.3], [-1.5, 0.7, -1.4], [0.3, -0.6, -0.3], [0.6, 1.5, 3.4], [2.6, 0.1, 0.0], [0.0, 0.3, 1.0], [-0.6, 1.3, 0.5]],
  "de_lowest_kcal_mol": 82.7,
  "homo_energy_ev": -8.55,
  "gap_ev": 8.89
}

***

3.
{
  "formula": "C7H15BBrNOTm",
  "method": "ωB97M-V/def2-TZVPD",
  "species": ["C", "C", "O", "N", "C", "C", "C", "C", "C", "B", "Br", "H", "H", "H", "H", "H", "H", "H", "H", "H", "H", "H", "H", "H", "H", "H", "Tm"],
  "xyz": [[2.250969, -1.442820, -0.294683], [1.541874, -0.156603, -0.494646], [1.553485, 0.312613, -1.689143], [0.939641, 0.402915, 0.535729], [2.017434, 0.701754, 1.568804], [0.105742, 1.582202, 0.201942], [-1.398653, 1.308922, -0.085913], [-1.773703, 0.127500, -0.988481], [-1.814679, -1.261608, -0.319288], [-2.795348, -1.461476, 0.896289], [-4.341009, -0.360514, 1.312537], [1.601874, -2.286567, -0.519112], [3.091269, -1.465226, -0.981251], [2.663494, -1.541757, 0.700561], [3.019504, 0.605390, 1.173541], [1.929669, 1.703005, 1.967369], [1.952562, -0.003990, 2.387412], [0.526750, 2.181074, -0.602813], [0.105401, 2.228927, 1.066866], [-1.744881, 2.207307, -0.586724], [-1.910285, 1.281661, 0.875344], [-2.745613, 0.347429, -1.419504], [-1.093163, 0.113276, -1.836822], [-2.176651, -1.972464, -1.072738], [-0.845879, -1.631517, 0.001776], [-2.587545, -2.355693, 1.659074], [1.927740, 0.836255, -3.456128]],
  "atomic_forces_ev_per_a": [[0.9, 0.3, -0.1], [0.3, -1.6, 0.1], [-1.7, -1.3, 4.6], [0.6, 2.2, -0.8], [0.0, -0.9, 1.3], [-1.1, 0.2, 0.4], [0.8, -0.1, -0.2], [0.1, 0.1, 0.6], [-0.5, 0.7, -0.2], [0.1, 0.2, -0.3], [0.5, -0.6, -0.1], [-0.2, 0.0, 0.0], [0.1, -0.3, -0.1], [-0.2, -0.2, 0.2], [0.1, 0.1, -0.4], [-0.4, 0.2, -0.2], [-0.2, 0.0, 0.2], [0.3, -0.2, -0.1], [0.2, 0.1, 0.2], [-0.1, 0.3, 0.1], [-0.2, -0.2, 0.0], [-0.2, -0.1, -0.1], [0.1, -0.2, -0.2], [-0.1, -0.3, 0.1], [0.1, -0.1, 0.1], [-0.4, 0.0, 0.2], [1.2, 1.7, -5.4]],
  "s2": 2.01,
  "multiplicity": 3,
  "total_charge": 3,
  "homo_energy_ev": [-19.96, -19.14],
  "gap_ev": [8.50, 4.34]
}

***

4.
{
  "formula": "C7H15BiI2N2O4P",
  "method": "ωB97M-V/def2-TZVPD",
  "species": ["Bi", "N", "C", "C", "O", "N", "C", "C", "O", "O", "H", "H", "H", "H", "H", "H", "I", "I", "C", "P", "C", "C", "O", "H", "H", "H", "H", "H", "H", "H", "H", "H"],
  "xyz": [[1.332934, -0.368998, -0.604254], [2.783283, -2.518308, -0.879200], [1.995158, -3.504690, -0.101756], [1.541739, -2.880537, 1.214401], [1.470643, -3.527946, 2.231403], [1.243430, -1.546260, 1.127421], [0.948385, -0.778462, 2.323492], [1.251215, 0.703901, 2.110934], [1.039546, 1.516677, 2.962059], [1.706721, 1.047500, 0.883346], [2.954663, -2.846947, -1.824137], [3.692320, -2.394207, -0.441289], [2.547525, -4.411385, 0.129404], [1.112850, -3.785582, -0.680196], [1.533709, -1.147376, 3.163986], [-0.103163, -0.857248, 2.606303], [1.229448, 2.533043, -4.209814], [2.442994, 3.878878, -6.150191], [-2.385745, 1.451114, -1.937655], [-1.855460, 1.114612, -0.266568], [-1.153946, 2.615778, 0.391516], [-3.277730, 0.677471, 0.710092], [-0.862825, -0.065992, -0.233273], [-3.135267, 2.244643, -1.947730], [-2.813050, 0.546806, -2.372431], [-1.528058, 1.769860, -2.532635], [-1.930781, 3.379845, 0.459998], [-0.357502, 2.973735, -0.262510], [-0.736287, 2.435529, 1.383416], [-4.005556, 1.489639, 0.720872], [-2.945149, 0.475116, 1.728894], [-3.736045, -0.220211, 0.296101]],
  "atomic_forces_ev_per_a": [[-0.2, 0.1, 0.2], [-0.1, -0.2, 0.0], [0.1, 0.2, 0.0], [0.0, 0.0, 0.0], [0.0, 0.0, 0.0], [0.1, -0.1, 0.0], [0.0, 0.0, -0.1], [-0.1, -0.1, -0.1], [0.0, 0.1, 0.0], [0.0, 0.0, 0.1], [0.0, 0.0, 0.0], [0.0, 0.0, 0.0], [0.0, 0.0, 0.0], [0.0, 0.0, 0.0], [0.1, 0.0, 0.0], [0.0, 0.0, 0.0], [0.0, 0.0, 0.0], [0.0, -0.1, 0.1], [0.0, 0.0, -0.1], [0.1, -0.1, 0.1], [0.0, 0.0, 0.0], [0.0, 0.0, 0.1], [0.1, 0.2, -0.2], [0.0, 0.0, 0.0], [0.0, 0.0, 0.0], [0.0, 0.0, 0.0], [0.0, 0.0, 0.0], [0.0, 0.0, 0.0], [0.0, 0.0, 0.0], [0.0, 0.0, 0.0], [-0.1, 0.0, 0.0], [0.0, 0.0, 0.0]],
  "de_lowest_kcal_mol": 15.4,
  "total_charge": 1,
  "homo_energy_ev": -11.99,
  "gap_ev": 7.53
}